(1)
This record from the Open Molecules 2025 dataset describes a molecular structure, H24K3O16P. The level of theory is the ωB97M-V functional and the def2-TZVPD basis.

Computed properties:
Energy above the lowest of the compared OMol25 structures with the same formula, charge and spin in kJ/mol: 130.7

Geometry as XYZ:
```
44
Properties=species:S:1:pos:R:3:forces:R:3
K 2.432 -2.307 0.866 -0.033 -0.105 0.056
K -3.081 -0.781 0.966 0.134 0.261 -0.031
K 1.192 2.705 -0.919 0.438 -0.488 -0.201
P 0.164 -0.214 -0.074 1.047 1.212 -1.447
O -0.701 0.746 -0.977 1.209 -0.659 1.373
O 1.611 -0.373 -0.686 -2.095 0.009 1.023
O -0.538 -1.546 0.065 0.128 0.320 0.472
O 0.399 0.488 1.274 -0.138 0.146 -0.565
O -2.742 -0.418 -1.977 -1.302 -0.691 -0.209
H -2.570 -0.292 -2.910 -0.150 0.024 -0.234
H -2.109 0.149 -1.537 0.819 0.281 0.110
O 1.764 -2.803 -1.871 0.632 -0.905 0.088
H 1.638 -1.888 -1.617 -0.203 0.787 0.059
H 0.878 -3.158 -1.934 -0.511 -0.226 -0.109
O 0.738 -0.692 3.609 1.007 -0.368 0.900
H 0.753 -0.157 2.815 -0.071 0.100 -0.397
H 0.094 -1.376 3.426 -0.342 -0.311 -0.048
O -1.581 0.850 2.843 -1.640 -0.495 0.703
H -0.801 0.659 2.321 0.301 -0.249 -0.433
H -1.292 1.508 3.475 -0.227 0.098 0.210
O -1.561 2.748 -2.457 0.251 0.871 -0.929
H -1.315 3.344 -1.750 -0.498 0.105 0.151
H -1.318 1.880 -2.134 -0.085 -0.299 0.465
O -2.550 2.041 0.325 -1.250 0.454 0.250
H -2.043 2.807 0.594 -0.093 0.018 0.474
H -1.891 1.404 0.047 0.827 -0.008 -0.491
O -1.552 -3.126 -1.615 -0.267 -1.467 -0.791
H -1.210 -2.522 -0.956 0.309 0.621 0.308
H -1.565 -2.616 -2.425 -0.223 0.166 -0.102
O 3.841 -0.063 -1.833 1.208 0.209 -0.391
H 3.013 -0.085 -1.354 -0.347 0.010 0.480
H 3.683 -0.600 -2.609 0.050 -0.121 -0.297
O -0.026 2.975 2.581 0.099 0.885 0.161
H 0.093 3.604 1.870 0.066 0.330 0.117
H 0.165 2.125 2.185 0.313 -0.480 -0.402
O 0.887 0.373 -3.074 0.233 0.669 -1.748
H 1.396 0.029 -2.340 -0.046 -0.181 0.390
H 0.077 0.692 -2.675 -0.091 -0.303 0.164
O 2.912 1.171 1.479 1.212 0.477 -0.129
H 2.075 0.852 1.143 -0.643 -0.355 0.084
H 3.035 0.700 2.303 0.001 0.130 0.361
O -0.592 -2.884 2.174 -0.068 -0.860 1.603
H -1.269 -3.543 2.021 -0.026 -0.364 0.117
H -0.530 -2.407 1.346 0.061 0.752 -1.165
```
Positions in Å, forces in eV/Å.

***

(2)
This record from the Open Molecules 2025 dataset describes a molecular structure, H24KrO12. The level of theory is the ωB97M-V functional and the def2-TZVPD basis.

Computed properties:
Energy above the lowest of the compared OMol25 structures with the same formula, charge and spin in kJ/mol: 125.2

Geometry as XYZ:
```
37
Properties=species:S:1:pos:R:3:forces:R:3
Kr -0.410 0.150 0.428 -0.005 -0.011 0.015
O 3.120 1.754 2.609 0.267 -0.402 0.258
H 2.515 2.180 2.001 -0.270 -0.046 -0.070
H 3.518 2.475 3.097 0.180 0.120 0.188
O -3.410 1.584 -1.403 0.123 0.121 -0.254
H -3.316 2.076 -0.588 -0.003 0.120 0.230
H -3.863 0.780 -1.147 -0.102 -0.224 0.029
O -0.035 1.725 3.822 -0.365 0.174 -0.116
H 0.187 1.319 4.660 0.024 -0.141 0.184
H 0.810 1.954 3.435 0.409 -0.073 -0.116
O 3.632 -1.883 0.495 0.222 -0.200 0.316
H 2.995 -1.721 -0.201 -0.398 0.063 -0.437
H 4.090 -1.049 0.599 0.102 0.177 0.094
O 0.639 2.709 -1.637 0.023 -0.108 -0.617
H 1.081 2.682 -0.788 0.134 -0.221 0.419
H -0.107 3.293 -1.500 -0.279 0.080 -0.090
O 1.409 3.266 1.181 -0.110 0.008 -0.431
H 0.655 3.854 1.138 -0.382 0.130 0.258
H 2.137 3.783 0.835 0.355 0.344 -0.116
O -2.209 -1.758 2.872 -0.316 -0.001 0.147
H -1.395 -2.151 3.186 0.156 -0.065 0.134
H -1.974 -1.351 2.038 0.104 0.096 -0.190
O -1.814 -1.568 -2.947 -0.332 -0.443 0.394
H -1.123 -0.999 -3.287 0.471 0.378 -0.208
H -2.596 -1.316 -3.439 -0.216 -0.007 -0.107
O -2.735 -2.907 -0.414 0.095 -0.202 0.383
H -3.331 -2.225 -0.104 -0.181 0.062 0.179
H -2.290 -2.515 -1.165 0.226 0.263 -0.693
O 0.274 0.197 -3.710 -0.154 -0.151 0.026
H 0.785 0.479 -4.469 0.170 -0.095 -0.255
H 0.264 0.959 -3.131 -0.107 0.645 0.419
O 1.700 -1.433 -1.813 0.406 -0.129 0.409
H 1.246 -2.248 -2.027 -0.101 -0.303 -0.005
H 1.151 -0.746 -2.190 -0.079 0.167 -0.334
O -0.412 -4.127 1.049 0.380 -0.230 0.053
H -0.997 -3.498 0.626 -0.605 0.128 -0.235
H -0.192 -3.723 1.888 0.159 -0.025 0.139
```
Positions in Å, forces in eV/Å.

***

(3)
This record from the Open Molecules 2025 dataset describes a molecular structure, H24Mg2O24S3. The level of theory is the ωB97M-V functional and the def2-TZVPD basis.

Computed properties:
Total charge: -2
Energy above the lowest of the compared OMol25 structures with the same formula, charge and spin in kJ/mol: 0.0

Geometry as XYZ:
```
53
Properties=species:S:1:pos:R:3:forces:R:3
Mg -0.409 -0.150 2.836 -0.579 -0.971 -0.441
Mg -2.598 -0.448 -1.313 -0.251 -1.541 1.364
S -1.314 -3.313 2.366 0.188 -1.923 1.632
O -2.671 -3.286 2.791 -2.125 0.372 0.250
O -0.604 -4.356 3.124 1.025 0.479 -0.149
O -1.235 -3.646 0.922 0.305 0.288 -1.338
O -0.705 -1.964 2.584 0.841 -0.508 0.077
S 0.393 0.300 -0.345 -2.341 -0.567 1.343
O 0.230 0.155 1.092 0.662 0.642 -1.232
O -0.903 0.188 -1.044 1.810 0.135 -0.171
O 0.847 1.646 -0.689 1.272 0.898 -0.047
O 1.344 -0.711 -0.765 0.925 0.247 -1.175
S -3.462 0.063 1.807 -3.904 0.529 1.278
O -2.210 0.305 2.511 1.617 1.404 0.885
O -4.205 1.309 1.560 0.580 1.038 -0.542
O -3.132 -0.501 0.476 -0.033 -0.959 -0.583
O -4.301 -0.776 2.640 0.198 -0.637 -0.571
O 1.068 -3.290 -0.655 0.512 -0.152 -0.355
H 1.242 -2.333 -0.643 -0.421 -0.683 -0.078
H 0.279 -3.411 -0.100 -0.236 -0.122 0.421
O 3.334 0.313 -2.198 0.428 0.388 -0.304
H 3.416 -0.460 -2.761 -0.085 -0.112 0.022
H 2.559 0.121 -1.636 0.052 -0.335 0.055
O -0.058 1.365 -3.627 -0.216 -0.207 -0.716
H 0.440 0.887 -2.955 0.032 0.034 0.276
H -0.073 2.271 -3.312 -0.022 0.032 0.238
O 0.242 1.764 3.106 0.661 0.584 0.831
H 1.162 1.813 2.813 0.272 -0.133 -0.052
H -0.110 2.645 2.964 -0.475 -0.149 -0.092
O -2.203 -2.472 -1.059 -1.010 0.579 -1.715
H -2.117 -2.877 -0.161 0.654 -0.305 1.218
H -2.078 -3.201 -1.668 0.265 0.013 0.029
O -0.177 3.986 -1.249 -0.630 0.278 -0.056
H 0.235 3.953 -2.113 0.368 0.139 0.084
H 0.118 3.165 -0.805 -0.096 0.049 -0.202
O -2.113 -0.690 -3.302 -0.341 -0.262 -0.879
H -2.601 -1.154 -3.987 -0.088 -0.161 0.090
H -1.537 -0.075 -3.777 0.391 0.402 0.374
O 2.950 3.228 -1.128 0.225 0.408 -0.313
H 2.208 2.605 -1.027 0.212 -0.002 0.035
H 3.345 2.992 -1.971 0.049 -0.226 -0.013
O 3.519 -1.169 1.164 0.155 -0.052 0.331
H 2.633 -1.358 0.829 -0.172 -0.035 -0.227
H 4.083 -1.215 0.390 -0.037 0.002 -0.091
O 2.948 1.914 1.472 -0.218 0.179 0.737
H 3.681 1.619 0.927 -0.013 -0.057 -0.103
H 2.166 1.720 0.945 0.003 -0.013 -0.304
O 1.717 -0.824 3.356 -0.088 0.556 0.694
H 2.560 -0.940 2.900 0.022 0.119 -0.502
H 1.917 -0.983 4.282 -0.085 -0.221 0.052
O -3.252 1.378 -1.780 -0.452 0.803 -0.862
H -2.592 1.928 -2.215 0.308 -0.033 0.157
H -3.977 1.973 -1.574 -0.114 -0.233 0.643
```
Positions in Å, forces in eV/Å.

***

Which formula does entry 3 have? H24Mg2O24S3

***

Among the records above, which one has the lowest energy above the lowest of the compared OMol25 structures with the same formula, charge and spin? H24Mg2O24S3

***

Look up the energy above the lowest of the compared OMol25 structures with the same formula, charge and spin of the first one. 130.7 kJ/mol